{"formula": "C19H31N2PPt", "method": "ωB97M-V/def2-TZVPD", "elements": ["C", "C", "C", "C", "C", "C", "C", "C", "N", "Pt", "C", "P", "H", "H", "H", "H", "H", "H", "H", "H", "C", "C", "H", "C", "C", "H", "H", "H", "H", "H", "H", "H", "H", "H", "H", "H", "H", "H", "H", "C", "C", "C", "C", "C", "C", "N", "H", "H", "H", "H", "H", "H", "H", "H"], "xyz": [[-2.35, 0.55, -3.03], [-1.92, -0.60, -2.37], [-1.06, -0.55, -1.25], [-0.73, 0.73, -0.74], [-0.95, 1.84, -1.56], [-1.84, 1.78, -2.64], [-0.73, -1.88, -0.62], [0.67, -2.55, -0.57], [1.70, -2.37, -1.53], [-0.20, 1.32, 1.26], [-0.32, 3.16, -1.21], [0.90, 2.84, 0.13], [-2.28, -1.57, -2.71], [-2.11, 2.71, -3.13], [-3.06, 0.49, -3.85], [-1.04, 3.87, -0.80], [0.18, 3.63, -2.07], [-1.05, -1.81, 0.43], [-1.40, -2.62, -1.08], [1.12, -2.34, 0.42], [1.48, 4.44, 0.69], [2.29, 2.08, -0.76], [0.46, -3.64, -0.55], [1.49, -2.06, -2.91], [3.02, -2.79, -1.12], [0.03, 1.84, 2.88], [1.78, -2.91, -3.55], [0.44, -1.81, -3.09], [2.12, -1.20, -3.21], [3.39, -3.63, -1.74], [3.75, -1.97, -1.22], [2.97, -3.10, -0.07], [2.82, 2.85, -1.34], [2.97, 1.64, -0.02], [1.96, 1.28, -1.43], [1.70, 5.06, -0.19], [0.71, 4.93, 1.31], [2.39, 4.30, 1.28], [0.69, 2.13, 2.52], [1.20, -1.15, 3.04], [-0.26, -1.20, 2.92], [-1.19, -2.14, 3.43], [-2.48, -1.73, 3.04], [-2.34, -0.54, 2.29], [-3.38, 0.25, 1.62], [-1.00, -0.23, 2.26], [1.50, -0.81, 4.04], [1.65, -0.46, 2.31], [1.62, -2.15, 2.89], [-0.89, -3.01, 4.01], [-3.43, -2.21, 3.23], [-3.60, -0.15, 0.61], [-4.31, 0.16, 2.20], [-3.10, 1.30, 1.53]], "multiplicity": 3, "s2": 2.018, "homo_energy_ev": [-3.3, -7.3]}

{"formula": "C19H31N3O4S", "method": "ωB97M-V/def2-TZVPD", "elements": ["C", "C", "O", "C", "C", "C", "C", "C", "C", "N", "C", "N", "H", "C", "H", "C", "C", "O", "C", "H", "H", "H", "H", "H", "H", "H", "H", "S", "H", "H", "O", "C", "C", "H", "H", "H", "H", "H", "N", "C", "H", "C", "O", "C", "C", "H", "H", "H", "H", "H", "H", "H", "H", "H", "H", "H", "H", "H"], "xyz": [[3.21, 3.37, -2.27], [3.29, 1.95, -2.80], [2.06, 1.27, -2.75], [1.59, 0.78, -1.56], [2.28, 0.79, -0.35], [1.75, 0.23, 0.81], [0.48, -0.38, 0.74], [-0.21, -0.38, -0.46], [0.31, 0.21, -1.60], [-0.35, 0.19, -2.84], [-1.66, 0.40, -3.13], [-2.50, 0.72, -2.14], [-2.15, 0.73, -1.20], [-3.93, 0.75, -2.31], [-4.35, 1.31, -1.47], [-4.56, -0.65, -2.38], [-3.97, -1.60, -1.32], [-3.84, -1.03, -0.03], [-5.05, -0.89, 0.66], [-4.80, -0.53, 1.65], [-5.72, -0.18, 0.17], [-5.57, -1.86, 0.75], [-4.57, -2.52, -1.27], [-2.95, -1.88, -1.62], [-5.64, -0.56, -2.26], [-4.36, -1.08, -3.36], [-4.16, 1.28, -3.24], [-2.14, 0.28, -4.71], [0.27, 0.24, -3.64], [-1.16, -0.88, -0.52], [0.01, -0.95, 1.89], [-1.09, -1.84, 1.84], [-0.74, -3.18, 1.20], [-1.60, -3.84, 1.24], [-0.43, -3.05, 0.17], [0.09, -3.64, 1.74], [-1.35, -1.99, 2.89], [-1.95, -1.39, 1.34], [2.47, 0.18, 2.00], [1.89, 0.78, 3.19], [0.82, 0.58, 3.20], [2.55, 0.17, 4.42], [3.94, 0.37, 4.41], [4.51, -0.19, 3.25], [3.90, 0.41, 1.97], [4.33, -0.10, 1.11], [4.15, 1.48, 1.93], [5.58, 0.01, 3.30], [4.33, -1.28, 3.24], [2.18, 0.65, 5.33], [2.33, -0.90, 4.46], [2.05, 1.87, 3.19], [3.26, 1.24, -0.30], [3.54, 1.97, -3.87], [4.07, 1.38, -2.28], [4.17, 3.87, -2.37], [2.92, 3.38, -1.22], [2.46, 3.93, -2.83]], "multiplicity": 1, "e_above_lowest_ev": 2.147, "homo_energy_ev": -7.3, "smiles": "CCOc1cc(N2CCOCC2)c(OCC)cc1NC(=S)NCCCOC"}

{"formula": "C19H31N4O2", "method": "ωB97M-V/def2-TZVPD", "elements": ["C", "C", "O", "O", "C", "C", "C", "C", "C", "C", "C", "C", "C", "N", "N", "H", "H", "H", "H", "H", "H", "H", "H", "H", "H", "H", "H", "H", "H", "H", "H", "H", "C", "C", "C", "C", "N", "H", "H", "H", "H", "H", "H", "H", "C", "C", "C", "C", "N", "H", "H", "H", "H", "H", "H", "H"], "xyz": [[4.09, -0.20, 1.38], [4.12, -0.03, -0.23], [4.19, -1.06, -0.93], [4.09, 1.31, -0.71], [2.83, 1.62, -1.36], [1.60, 1.80, -0.32], [0.24, 1.68, -1.17], [-1.09, 1.78, -0.30], [-1.34, 0.52, 0.67], [-0.88, -0.88, 0.01], [-1.88, -1.91, -0.57], [-1.41, -3.24, -1.20], [0.15, -3.41, -1.11], [0.86, -2.34, -0.50], [0.49, -1.18, 0.01], [4.79, -1.03, 1.74], [3.01, -0.39, 1.69], [4.37, 0.82, 1.83], [2.98, 2.65, -1.86], [2.57, 0.90, -2.21], [1.68, 1.00, 0.49], [1.65, 2.84, 0.18], [0.24, 0.75, -1.83], [0.26, 2.58, -1.90], [-1.04, 2.72, 0.35], [-1.98, 1.86, -1.02], [-2.48, 0.43, 0.82], [-0.91, 0.65, 1.73], [-2.99, -1.64, -0.55], [-2.08, -4.05, -1.65], [0.70, -4.33, -1.52], [1.89, -2.52, -0.44], [-5.58, -5.40, -0.03], [-5.64, -6.15, -1.36], [-4.55, -7.23, -1.48], [-3.20, -6.59, -1.40], [-2.13, -6.10, -1.33], [-4.64, -4.86, 0.08], [-6.38, -4.67, 0.03], [-5.68, -6.09, 0.81], [-5.55, -5.43, -2.18], [-6.62, -6.62, -1.45], [-4.65, -7.74, -2.44], [-4.65, -7.97, -0.69], [3.92, 6.26, 1.72], [2.73, 7.21, 1.77], [1.47, 6.55, 2.33], [1.07, 5.39, 1.46], [0.75, 4.48, 0.78], [3.73, 5.41, 1.05], [4.81, 6.78, 1.34], [4.15, 5.88, 2.71], [2.53, 7.59, 0.76], [2.99, 8.08, 2.39], [0.65, 7.28, 2.35], [1.64, 6.20, 3.35]], "total_charge": 1, "multiplicity": 1, "homo_energy_ev": -12.5}

{"formula": "C19H32AlBBrCaCl3F12KN2O13S", "method": "ωB97M-V/def2-TZVPD", "elements": ["C", "C", "O", "C", "C", "N", "O", "C", "C", "C", "O", "C", "B", "O", "C", "C", "H", "H", "H", "H", "H", "H", "H", "H", "H", "H", "H", "H", "H", "H", "H", "H", "H", "H", "H", "H", "H", "H", "H", "H", "F", "Ca", "C", "F", "F", "F", "S", "O", "O", "O", "C", "C", "O", "O", "H", "H", "H", "C", "C", "C", "F", "F", "F", "F", "O", "C", "C", "F", "F", "F", "F", "H", "H", "H", "H", "K", "C", "Cl", "Cl", "Cl", "H", "N", "O", "O", "O", "Al", "Br"], "xyz": [[-1.36, -3.58, -1.71], [-0.26, -2.64, -0.87], [-0.12, -1.40, -1.69], [1.24, -0.87, -1.37], [1.65, 0.49, -2.16], [3.11, 0.91, -1.95], [3.94, -0.08, -2.33], [4.70, -0.61, -1.16], [5.47, -2.03, -1.49], [0.73, 1.81, -1.89], [-0.14, 2.04, -3.09], [0.38, 3.31, -3.69], [-0.18, 1.84, -0.54], [-1.56, 2.42, -0.69], [0.23, 1.37, 0.98], [-0.93, 0.27, 1.46], [-1.22, -3.36, -2.88], [-1.12, -4.71, -1.53], [-2.42, -3.23, -1.33], [0.75, -3.21, -0.71], [-0.73, -2.42, 0.20], [1.45, -0.84, -0.20], [1.98, -1.72, -1.77], [1.57, 0.25, -3.33], [3.26, 1.20, -0.96], [3.97, -0.80, -0.26], [5.54, 0.18, -0.93], [6.51, -2.13, -0.94], [5.54, -2.14, -2.66], [4.75, -2.89, -1.10], [1.47, 2.74, -1.84], [1.47, 3.08, -4.05], [0.30, 4.22, -2.94], [-0.26, 3.56, -4.64], [-1.50, 3.42, -0.55], [0.12, 2.28, 1.70], [1.32, 0.94, 1.09], [-0.43, -0.78, 1.67], [-1.51, 0.69, 2.42], [-1.78, 0.16, 0.62], [8.05, -3.03, -1.93], [4.98, 1.59, -3.41], [-1.56, -9.53, -1.85], [-0.65, -10.46, -2.26], [-2.46, -9.39, -2.88], [-2.26, -10.11, -0.82], [-0.77, -7.91, -1.35], [-0.08, -7.43, -2.55], [0.14, -8.23, -0.25], [-1.88, -7.03, -0.94], [8.29, 4.84, -6.19], [7.08, 4.16, -5.57], [5.96, 4.63, -5.91], [7.35, 3.22, -4.77], [7.99, 5.65, -6.87], [8.92, 5.26, -5.41], [8.87, 4.11, -6.76], [-2.78, 3.51, 3.52], [-1.74, 4.60, 3.19], [-0.97, 5.13, 4.39], [-1.78, 5.73, 5.29], [-0.07, 6.08, 4.01], [-2.34, 5.60, 2.50], [-0.83, 4.04, 2.32], [-4.13, 3.96, 3.63], [-4.50, 4.46, 4.92], [-4.91, 5.94, 4.88], [-3.89, 6.73, 4.44], [-5.23, 6.39, 6.12], [-3.51, 4.21, 5.80], [-5.56, 3.70, 5.31], [-2.79, 2.83, 2.66], [-2.48, 2.88, 4.36], [-0.42, 4.34, 4.90], [-5.76, 6.10, 4.22], [0.26, -12.60, -2.22], [-6.97, 3.10, 8.34], [-7.68, 4.39, 9.31], [-5.62, 2.34, 9.20], [-8.19, 1.89, 7.91], [-6.58, 3.54, 7.42], [-5.16, -9.76, -1.10], [-4.64, -8.70, -0.69], [-5.30, -10.72, -0.32], [-5.53, -9.85, -2.28], [7.38, -5.03, -0.94], [-2.20, -2.89, -4.24]], "total_charge": 1, "multiplicity": 1, "homo_energy_ev": -9.2}

{"formula": "C19H32BN2O2", "method": "ωB97M-V/def2-TZVPD", "elements": ["C", "N", "C", "B", "O", "C", "C", "C", "C", "C", "C", "C", "C", "C", "C", "C", "C", "C", "N", "O", "C", "C", "C", "C", "H", "H", "H", "H", "H", "H", "H", "H", "H", "H", "H", "H", "H", "H", "H", "H", "H", "H", "H", "H", "H", "H", "H", "H", "H", "H", "H", "H", "H", "H", "H", "H"], "xyz": [[-3.68, 2.02, -2.24], [-2.21, 1.73, -1.88], [-1.77, 3.04, -1.20], [-2.23, 0.72, -0.75], [-3.55, 0.48, -0.07], [-0.89, -0.10, -0.17], [-0.63, 0.55, 1.35], [0.39, -0.35, 2.27], [1.30, 0.75, 3.14], [0.68, 2.16, 3.74], [1.60, 3.26, 4.55], [3.20, 2.90, 4.75], [3.82, 1.48, 4.17], [2.90, 0.36, 3.34], [-1.33, -1.68, -0.04], [-0.32, -2.68, -0.90], [-1.22, -4.06, -1.15], [1.01, -3.16, -0.07], [-0.05, -2.11, -2.27], [0.39, -3.02, -3.15], [0.78, -0.85, -2.25], [2.41, -1.10, -2.37], [0.37, -0.02, -3.65], [0.48, 0.18, -1.02], [-4.29, 1.05, -2.51], [-4.23, 2.64, -1.37], [-3.69, 2.74, -3.18], [-2.49, 3.94, -1.50], [-1.89, 2.94, -0.02], [-0.66, 3.34, -1.49], [-3.39, 0.01, 0.82], [-0.13, 1.61, 1.14], [-1.64, 0.70, 1.94], [1.16, -0.93, 1.60], [-0.19, -1.09, 3.01], [-0.48, 2.33, 3.54], [1.09, 4.26, 4.92], [3.90, 3.69, 5.30], [4.96, 1.25, 4.31], [3.39, -0.62, 2.95], [-1.48, -2.05, 1.08], [-2.40, -1.81, -0.55], [-1.87, -3.85, -2.11], [-1.93, -4.25, -0.24], [-0.48, -4.98, -1.34], [1.84, -2.35, 0.06], [0.65, -3.45, 1.03], [1.46, -4.17, -0.51], [2.73, -2.22, -2.31], [2.99, -0.54, -1.49], [2.87, -0.62, -3.37], [-0.76, -0.16, -3.95], [1.00, -0.55, -4.51], [0.73, 1.10, -3.64], [0.37, 1.27, -1.49], [1.39, 0.28, -0.25]], "multiplicity": 2, "s2": 0.755, "e_above_lowest_ev": 11.919, "homo_energy_ev": [-8.5, -8.5]}

{"formula": "C19H32Cl5N5O6PbSSi", "method": "ωB97M-V/def2-TZVPD", "elements": ["Pb", "Cl", "C", "C", "Cl", "C", "Cl", "C", "O", "C", "Cl", "C", "Cl", "C", "C", "C", "C", "O", "Si", "S", "O", "C", "C", "C", "C", "O", "C", "C", "C", "C", "H", "H", "H", "H", "H", "H", "H", "H", "H", "H", "H", "H", "H", "H", "H", "H", "H", "H", "H", "H", "H", "H", "H", "H", "H", "H", "H", "N", "N", "C", "N", "N", "N", "O", "O", "H", "H", "H", "H", "H"], "xyz": [[-1.08, -0.99, -0.92], [-3.14, -3.56, 5.65], [-2.80, -2.58, 4.28], [-2.10, -1.39, 4.42], [-1.48, -0.94, 5.96], [-1.90, -0.57, 3.32], [-1.06, 0.92, 3.49], [-2.33, -0.92, 2.03], [-2.17, -0.14, 1.02], [-2.94, -2.19, 1.91], [-3.28, -2.71, 0.31], [-3.21, -2.99, 3.01], [-4.06, -4.46, 2.82], [3.44, 1.72, -1.42], [3.47, 1.42, 0.08], [4.88, 1.00, 0.49], [3.05, 2.65, 0.89], [2.53, 0.38, 0.37], [2.64, -1.23, 0.09], [0.70, -2.01, 0.56], [3.04, -1.39, -1.47], [3.77, -2.34, -2.23], [3.37, -3.76, -1.84], [5.26, -2.12, -2.00], [3.42, -2.08, -3.70], [3.73, -2.00, 1.00], [3.79, -2.34, 2.39], [3.15, -3.71, 2.58], [5.28, -2.37, 2.75], [3.04, -1.30, 3.22], [4.24, 2.41, -1.69], [2.49, 2.16, -1.71], [3.57, 0.79, -1.96], [5.59, 1.80, 0.27], [5.17, 0.10, -0.04], [4.92, 0.80, 1.56], [3.80, 3.44, 0.78], [2.97, 2.40, 1.94], [2.09, 3.04, 0.57], [3.61, -3.93, -0.79], [3.92, -4.48, -2.44], [2.30, -3.91, -1.98], [5.51, -2.30, -0.95], [5.52, -1.09, -2.25], [5.85, -2.78, -2.63], [2.38, -2.28, -3.89], [4.04, -2.71, -4.34], [3.62, -1.03, -3.94], [3.69, -4.46, 2.01], [2.12, -3.68, 2.23], [3.16, -3.98, 3.63], [5.78, -3.11, 2.14], [5.42, -2.61, 3.80], [5.73, -1.40, 2.55], [1.99, -1.32, 2.96], [3.43, -0.30, 3.02], [3.16, -1.50, 4.28], [-0.03, 1.27, -0.29], [-0.97, 2.11, 0.37], [-2.20, 2.14, -0.22], [-3.24, 2.64, 0.44], [-2.21, 1.69, -1.46], [-3.32, 1.57, -2.19], [-3.20, 0.86, -3.17], [-4.35, 2.14, -1.88], [0.80, 1.11, 0.29], [0.23, 1.71, -1.16], [-0.99, 1.92, 1.38], [-3.24, 2.70, 1.44], [-4.13, 2.63, -0.07]], "multiplicity": 1, "e_above_lowest_ev": 0.173, "homo_energy_ev": -8.3}

{"formula": "C19H32CoNP", "method": "ωB97M-V/def2-TZVPD", "elements": ["C", "C", "C", "C", "C", "C", "C", "C", "N", "Co", "C", "P", "H", "H", "H", "H", "H", "H", "H", "H", "C", "C", "H", "C", "C", "H", "H", "H", "H", "H", "H", "H", "H", "H", "H", "H", "H", "H", "H", "C", "C", "C", "C", "C", "C", "H", "H", "H", "H", "H", "H", "H", "H", "H"], "xyz": [[-2.90, 0.18, -4.08], [-2.68, -1.03, -3.42], [-1.87, -1.09, -2.27], [-1.29, 0.09, -1.81], [-1.58, 1.32, -2.41], [-2.40, 1.37, -3.55], [-1.69, -2.38, -1.53], [-0.27, -2.92, -1.37], [0.81, -1.87, -1.28], [0.05, -0.09, -0.44], [-0.93, 2.57, -1.85], [0.65, 2.02, -1.07], [-3.08, -1.95, -3.82], [-2.62, 2.33, -4.02], [-3.49, 0.20, -4.99], [-1.52, 3.04, -1.05], [-0.72, 3.35, -2.60], [-2.12, -2.29, -0.52], [-2.25, -3.16, -2.04], [-0.22, -3.51, -0.44], [1.38, 3.28, 0.00], [1.79, 1.87, -2.48], [0.00, -3.58, -2.20], [1.39, -1.63, -2.63], [1.89, -2.32, -0.36], [-0.24, 1.26, 0.20], [1.80, -2.58, -3.01], [0.62, -1.26, -3.31], [2.19, -0.89, -2.55], [2.43, -3.16, -0.81], [2.57, -1.47, -0.19], [1.44, -2.64, 0.57], [1.98, 2.86, -2.93], [2.75, 1.46, -2.12], [1.39, 1.21, -3.26], [1.55, 4.21, -0.56], [0.72, 3.47, 0.85], [2.33, 2.88, 0.37], [1.04, -0.14, 1.36], [-2.11, -0.80, 4.25], [-0.79, -1.46, 3.87], [0.39, -0.85, 4.66], [-0.88, -2.97, 4.14], [-0.56, -1.24, 2.42], [0.03, -0.69, 1.44], [-2.27, -0.81, 5.34], [-2.94, -1.32, 3.78], [-2.13, 0.24, 3.92], [0.22, -0.91, 5.74], [1.32, -1.38, 4.41], [0.52, 0.20, 4.39], [-1.75, -3.40, 3.64], [0.01, -3.49, 3.79], [-0.99, -3.17, 5.22]], "multiplicity": 4, "s2": 3.841, "e_above_lowest_ev": 0.105, "homo_energy_ev": [-5.0, -7.6]}

{"formula": "C19H32CrNO4P2", "method": "ωB97M-V/def2-TZVPD", "elements": ["C", "C", "N", "C", "C", "C", "C", "P", "Cr", "P", "C", "C", "C", "C", "C", "C", "C", "O", "O", "H", "H", "H", "C", "C", "H", "H", "H", "H", "C", "C", "H", "H", "H", "H", "H", "H", "H", "H", "H", "H", "H", "H", "H", "H", "H", "H", "H", "H", "H", "H", "H", "H", "C", "C", "O", "O", "H", "H", "H"], "xyz": [[-0.84, 3.88, -1.55], [-1.06, 2.59, -0.99], [-0.18, 2.14, 0.00], [0.81, 2.94, 0.45], [0.96, 4.26, -0.01], [0.13, 4.74, -1.03], [-2.10, 1.71, -1.38], [-2.32, 0.14, -0.65], [-0.33, 0.04, 0.48], [2.12, 0.56, 1.12], [1.85, 2.35, 1.40], [-0.11, -2.08, 0.40], [-1.17, -2.80, 0.94], [-1.09, -4.19, 1.05], [0.05, -4.86, 0.61], [1.08, -4.13, 0.01], [0.99, -2.74, -0.13], [-0.76, 1.17, -6.42], [1.27, -3.38, -4.52], [-1.44, 4.15, -2.42], [1.73, 4.87, 0.45], [0.22, 5.77, -1.39], [-3.84, 0.30, 0.37], [-2.74, -1.08, -1.93], [2.82, 2.84, 1.27], [1.52, 2.46, 2.44], [-1.44, 1.63, -5.95], [-2.83, 2.08, -2.09], [2.68, -0.24, 2.64], [3.49, 0.42, -0.07], [-2.08, -2.29, 1.26], [-1.94, -4.73, 1.47], [0.11, -5.94, 0.70], [1.96, -4.65, -0.39], [1.77, -2.20, -0.68], [0.50, 0.27, -1.17], [0.44, -3.06, -4.09], [1.78, -2.60, -4.76], [-0.04, 1.18, -5.72], [1.02, -0.14, -0.73], [-4.69, 0.58, -0.26], [-4.04, -0.66, 0.86], [-3.70, 1.11, 1.10], [-3.60, -0.72, -2.52], [-1.89, -1.16, -2.62], [-2.97, -2.03, -1.43], [4.39, 0.89, 0.35], [3.68, -0.65, -0.27], [3.21, 0.90, -1.02], [3.63, 0.17, 2.95], [1.91, -0.12, 3.40], [2.78, -1.31, 2.44], [-1.98, 0.46, 4.41], [-1.15, 0.04, 3.21], [-0.41, -0.96, 3.24], [-1.27, 0.80, 2.14], [-1.83, -0.18, 5.29], [-3.04, 0.45, 4.14], [-1.72, 1.49, 4.67]], "multiplicity": 4, "s2": 3.814, "homo_energy_ev": [-6.8, -6.8]}